# 1
C19H31N3O5S | ωB97M-V/def2-TZVPD

The geometry in XYZ format:
```
59
Properties=species:S:1:pos:R:3
S 0.00 5.51 2.33
O -0.44 0.03 -3.94
O 0.36 2.05 -3.20
O -0.32 -5.20 1.11
O -0.51 1.42 0.26
O 0.51 -1.68 3.72
N -1.64 2.48 -1.37
N -0.40 -1.58 1.65
N -0.51 -4.17 3.08
C -0.17 -1.11 2.88
C -1.68 4.90 0.43
C 1.58 -1.73 -1.55
C 0.58 -1.41 -5.56
C -0.94 2.48 -0.18
C -0.82 3.73 0.60
C -0.88 -5.35 3.86
C 0.63 -0.05 -4.89
C -1.69 1.30 -2.25
C -0.47 1.15 -3.18
C -0.26 -4.17 1.77
C -2.06 7.24 1.36
C 2.04 -1.55 -0.10
C 0.09 -2.84 1.05
C -0.81 0.21 3.24
C 0.13 3.93 1.57
C -1.36 5.92 1.29
C 1.61 -2.73 0.79
C 3.56 -1.43 -0.11
H 0.49 -1.73 -1.60
H 1.38 -1.50 -6.30
H 0.87 3.19 1.85
H -2.50 4.96 -0.28
H -0.38 -1.54 -6.08
H -0.17 1.02 2.89
H 1.63 -0.62 0.29
H -1.88 -5.70 3.56
H -2.58 1.35 -2.87
H -1.72 3.40 -1.81
H -0.92 0.27 4.32
H 3.92 -1.28 0.91
H 1.94 -0.89 -2.15
H 0.54 0.74 -5.64
H 3.86 -0.57 -0.71
H 2.11 -2.64 1.75
H -1.79 0.30 2.77
H 4.01 -2.33 -0.52
H 1.96 -2.66 -1.96
H -1.77 0.39 -1.65
H -0.35 -3.31 3.58
H 0.70 -2.21 -4.82
H -2.90 7.28 0.65
H -2.46 7.40 2.37
H -0.16 -6.15 3.67
H -0.89 -5.12 4.92
H 1.60 0.07 -4.39
H -0.90 -0.95 1.04
H 1.95 -3.66 0.33
H -0.39 -2.93 0.08
H -1.37 8.05 1.12
```

## Properties
structure (SMILES)	CNC(=O)[C@H](CC(C)C)NC(C)=O.CCOC(=O)CNC(=O)c1csc(C)c1
gap between HOMO and LUMO	9.48	eV
energy relative to the best compared isomer or geometry (same formula, charge and spin)	0.0	kcal/mol
electronic energy	-45751.0644	eV
E_HOMO	-9.04	eV

=====

# 2
C19H31F9N7O8PS4Sn | ωB97M-V/def2-TZVPD

The geometry in XYZ format:
```
80
Properties=species:S:1:pos:R:3
Sn 1.19 -1.47 0.30
S 2.46 -3.03 -2.03
S 1.03 0.04 4.18
S 0.85 -2.57 3.44
S -2.23 -4.12 -0.95
P 0.16 1.96 -0.27
F -1.46 -2.19 4.71
F 5.08 -3.06 -1.95
F 3.29 -0.32 2.78
F 0.02 -3.28 5.86
F 3.54 -0.42 4.93
F 4.11 -3.18 -0.02
F 3.25 1.48 3.97
F 4.15 -4.91 -1.32
F -1.02 -4.25 4.24
O 2.10 -2.82 4.09
O 1.47 -3.61 -1.12
O 0.51 1.32 3.79
O 2.46 -3.51 -3.37
O 0.53 -3.31 2.23
O 0.84 0.71 0.25
O 0.85 -0.46 5.50
O 2.50 -1.57 -1.84
N -0.92 -2.06 -1.66
N -1.33 2.08 0.40
N 1.14 3.24 0.07
N -0.05 2.09 -1.90
N 0.56 -1.03 3.06
N -2.41 -2.84 1.43
N -1.18 -1.89 -0.32
C -1.90 1.08 1.30
C -0.92 1.10 -2.56
C 1.51 4.46 2.12
C 0.29 5.00 1.38
C -1.14 -3.62 -3.53
C 1.93 3.22 1.31
C -3.18 0.67 0.58
C -1.35 -5.12 -3.73
C -1.90 -2.87 0.18
C -3.70 2.00 0.04
C -0.48 -3.09 4.66
C 0.46 2.33 -4.15
C -1.37 -3.16 -2.13
C -0.72 1.35 -4.07
C 0.58 4.59 -0.06
C -2.44 2.86 -0.17
C 1.11 2.24 -2.78
C 2.90 0.20 3.95
C 4.05 -3.58 -1.29
H -2.39 -5.41 -3.53
H -1.20 0.28 1.49
H 1.76 1.35 -2.71
H 1.73 2.30 1.85
H 1.70 3.11 -2.50
H 0.16 6.08 1.50
H -2.93 -0.01 -0.23
H 1.16 2.10 -4.96
H -2.53 3.81 0.37
H -0.70 -5.69 -3.08
H -2.13 1.55 2.26
H 1.29 4.20 3.15
H -1.13 -5.39 -4.75
H -0.62 4.50 1.72
H -0.61 0.07 -2.30
H 1.33 5.25 -0.51
H 2.31 5.20 2.12
H -4.35 2.47 0.78
H -4.27 1.89 -0.88
H -1.96 1.23 -2.24
H -0.11 -3.36 -3.79
H -2.24 3.09 -1.21
H 2.99 3.25 1.06
H -0.29 4.60 -0.72
H -2.49 -3.72 1.91
H 0.09 3.34 -4.30
H -0.49 0.41 -4.56
H -1.80 -3.05 -4.19
H -1.61 1.76 -4.54
H -3.90 0.17 1.24
H -2.01 -2.11 2.01
```

## Properties
gap between HOMO and LUMO	9.23	eV
energy relative to the best compared isomer or geometry (same formula, charge and spin)	8.5	kcal/mol
electronic energy	-129938.8268	eV
E_HOMO	-9.34	eV

=====

What is the electronic energy in the first record?
-45751.0644 eV

=====

Which of these has the lowest energy relative to the best compared isomer or geometry (same formula, charge and spin)?
C19H31N3O5S